Here is a structure of composition CrN5O15 from the OMol25 dataset. Energies are from ωB97M-V/def2-TZVPD.

```
21
Properties=species:S:1:pos:R:3
Cr 0.2614 -0.5647 0.4679
N -2.5366 1.2230 0.2069
O -3.6669 1.1059 0.6436
O -1.6194 0.3862 0.5700
O -2.1236 2.0965 -0.5829
N -0.3441 -3.1282 -0.0947
O 0.4521 -2.4241 -0.7103
O -0.9194 -2.3654 0.6676
O -0.6148 -4.3209 -0.3154
N 2.0697 -1.3453 2.2377
O 2.2264 -0.9972 1.0522
O 0.9051 -1.0303 2.5105
O 2.8874 -1.7940 3.0299
N -0.1257 0.5956 -2.7457
O 0.0755 0.1472 -1.6226
O -0.2969 1.7921 -2.8377
O -0.1436 -0.1434 -3.6870
N 0.9264 2.7108 0.3170
O 0.9881 1.4911 0.5798
O 0.1352 3.3712 0.9370
O 1.4637 3.1940 -0.6238
```

Values from the calculation:
Frontier orbital gap (spin up / spin down): 5.626 / 6.492 eV
Multiplicity: 5
Total charge: -3


Here is a structure of composition C40H39N11O5PdSTe from the OMol25 dataset. Energies are from ωB97M-V/def2-TZVPD.

```
98
Properties=species:S:1:pos:R:3
Pd -0.3724 -0.8821 0.8457
C -3.4008 -4.2942 -2.1919
N -2.6849 -3.7163 -1.0498
C -2.0110 -2.5793 -0.9872
N -1.4684 -2.4708 0.2274
C -1.8688 -3.6061 0.8708
N -2.5983 -4.3814 0.1179
C -2.5412 -4.4592 -3.4251
C -3.1875 -4.5893 -4.6491
C -2.4564 -4.7816 -5.8112
C -1.0733 -4.8253 -5.7659
C -0.4236 -4.6822 -4.5443
C -1.1561 -4.5119 -3.3732
C 1.0384 -4.6998 -4.5190
N 1.8345 -4.9313 -5.4994
N 3.1242 -4.8005 -4.9972
C 3.0015 -4.4996 -3.7547
O 1.6998 -4.4136 -3.3651
C 4.0671 -4.2228 -2.7924
C 5.3840 -4.1964 -3.2361
C 6.3988 -3.9061 -2.3389
C 6.1031 -3.6344 -1.0126
C 4.7865 -3.6644 -0.5656
C 4.5324 -3.3842 0.8989
N 3.1310 -3.0899 1.2021
C 2.3837 -2.0874 0.7686
N 1.1575 -2.2105 1.2789
C 1.2297 -3.3497 2.0288
N 2.4104 -3.9020 2.0006
C 3.7686 -3.9675 -1.4566
H -4.2551 -3.6557 -2.4142
H -3.7786 -5.2514 -1.8375
H -1.9229 -1.8761 -1.7991
H -1.6194 -3.8470 1.8884
H -4.2699 -4.5481 -4.6960
H -2.9690 -4.8903 -6.7572
H -0.4855 -4.9685 -6.6622
H -0.6240 -4.4377 -2.4321
H 5.5961 -4.4034 -4.2762
H 7.4262 -3.8840 -2.6758
H 6.9043 -3.4024 -0.3199
H 5.1348 -2.5406 1.2344
H 4.7886 -4.2456 1.5127
H 2.7349 -1.3090 0.1121
H 0.4167 -3.7563 2.6031
H 2.7369 -4.0284 -1.1319
C -0.2709 8.3132 0.5620
C 0.0316 6.8233 0.6979
S 1.3275 6.5924 1.9026
O 2.5947 6.7685 1.2418
O 0.9860 7.3315 3.0820
C 1.2421 4.8526 2.3526
C 2.1330 4.0180 1.4393
N 1.8734 2.5715 1.6197
C 1.1066 1.8105 0.8205
N 0.9054 0.6104 1.3723
C 1.5873 0.5863 2.5611
C 2.1732 1.7923 2.7214
N 3.0548 2.1639 3.8067
O 3.3630 1.2646 4.5544
O 3.4060 3.3223 3.8800
C 0.6440 2.1523 -0.5460
H -1.0261 8.4628 -0.2074
H 0.6231 8.8667 0.2770
H -0.6394 8.7151 1.5027
H 0.4051 6.3996 -0.2362
H -0.8386 6.2655 1.0503
H 0.1973 4.5403 2.2992
H 1.5780 4.8207 3.3875
H 3.1795 4.2152 1.6411
H 1.9443 4.2588 0.3985
H 1.6171 -0.2599 3.2236
H 0.9785 3.1287 -0.8803
H -0.4382 2.1048 -0.5843
H 1.0220 1.4043 -1.2436
Te -2.8406 0.1738 0.8810
C -3.7463 1.8479 -0.0492
C -3.1414 2.9571 -0.6252
C -3.9352 3.9544 -1.1737
C -5.3184 3.8454 -1.1500
C -5.9170 2.7413 -0.5646
C -5.1341 1.7340 -0.0177
C -2.6111 1.0355 2.7891
C -1.7641 2.1237 2.9793
C -1.6514 2.6824 4.2423
C -2.3707 2.1503 5.3075
C -3.2206 1.0752 5.1074
C -3.3485 0.5119 3.8420
H -2.0724 3.0726 -0.6616
H -3.4672 4.8193 -1.6255
H -5.9283 4.6205 -1.5940
H -6.9947 2.6531 -0.5345
H -5.6123 0.8726 0.4333
H -1.2111 2.5414 2.1452
H -1.0106 3.5402 4.4047
H -2.2672 2.5822 6.2939
H -3.7959 0.6740 5.9311
H -4.0238 -0.3206 3.6897
```

Values from the calculation:
Frontier orbital gap: 6.167 eV
Multiplicity: 1
Total charge: +2


Here is a structure of composition C28H76CaNO29PS8 from the OMol25 dataset. Energies are from ωB97M-V/def2-TZVPD.

```
144
Properties=species:S:1:pos:R:3
Ca -0.2585 1.7609 1.6260
C 4.4435 -1.9336 0.7224
C 3.1586 -2.6143 0.3198
C 2.7678 -3.7782 1.2074
O 1.5936 -4.3444 0.6710
C 0.9040 -5.1998 1.5196
N 1.9943 -1.6888 0.3211
H 2.1185 -0.7012 0.0264
H 1.1676 -2.0058 -0.2177
H 1.4370 -1.6512 1.1907
H 4.5708 -1.0088 0.1596
H 5.2630 -2.6233 0.5117
H 4.5567 -1.7346 1.7904
H 3.1667 -2.9461 -0.7181
H 2.6168 -3.3767 2.2174
H 3.5616 -4.5282 1.2630
H 1.5632 -5.6092 2.2996
H 0.4372 -6.0314 0.9871
H 0.0951 -4.7646 2.1284
P -0.2729 0.1970 -0.3087
O 1.0764 0.7924 0.2045
O -0.0473 -0.7808 -1.4717
O -1.1928 1.4187 -0.3745
O -0.5834 -0.4670 1.1010
O 1.4181 3.3416 1.2512
S 2.7527 3.8777 1.3536
O 3.1274 5.0215 0.5350
O 3.0567 4.2125 2.9231
C 3.5275 5.5133 3.2637
C 2.3684 6.5207 3.4084
C 3.9242 2.5209 1.0650
H 4.2834 5.7413 2.5104
H 4.0064 5.5202 4.2436
H 2.7788 7.5123 3.5932
H 1.6093 6.2219 4.1301
H 1.7950 6.5880 2.4783
H 4.7745 2.7890 0.4441
H 3.3518 1.7653 0.5140
H 4.2406 1.9681 1.9485
O 0.1270 -5.8131 -2.3787
S 1.1196 -4.8800 -2.9030
O 2.2074 -4.5541 -2.0208
O 1.7644 -5.4584 -4.2983
C 1.2678 -6.7209 -4.7548
C 1.6716 -6.8224 -6.2475
C 0.3763 -3.3560 -3.5269
H 0.1843 -6.7631 -4.6491
H 1.7024 -7.5241 -4.1592
H 2.7485 -6.6876 -6.3504
H 1.2010 -5.9562 -6.7113
H 1.4143 -7.7625 -6.7265
H 0.4863 -3.2954 -4.6075
H 1.0297 -2.5776 -3.1359
H -0.6524 -3.2862 -3.2063
O -4.9723 1.5510 2.6030
S -3.7491 0.8440 2.4158
O -2.4760 1.5002 2.5482
O -3.7353 -0.3880 3.5021
C -4.7578 -1.3708 3.3239
C -5.1349 -1.9669 4.6700
C -3.7381 -0.0352 0.8204
H -4.4709 -2.1666 2.6364
H -5.6547 -0.8558 2.9729
H -5.5941 -2.9557 4.6738
H -6.0027 -1.4553 5.1087
H -4.3216 -1.7917 5.3742
H -2.9299 -0.7593 0.8158
H -3.4942 0.7738 0.1303
H -4.7003 -0.4828 0.5882
O -3.0338 0.8646 -5.8504
S -2.9017 1.5514 -4.5890
O -2.1536 2.7778 -4.5733
O -4.4063 1.7908 -4.0285
C -4.5105 2.4873 -2.7725
C -6.0203 2.4905 -2.4712
C -2.3036 0.3743 -3.3597
H -4.0772 3.4797 -2.8524
H -4.1009 1.9208 -1.9357
H -6.2498 3.2105 -1.6888
H -6.2667 1.4698 -2.1747
H -6.6147 2.6639 -3.3678
H -1.2942 0.0427 -3.5858
H -3.0721 -0.3921 -3.3549
H -2.2040 0.9564 -2.4417
O -1.3817 3.9050 1.1770
S -1.7978 4.5029 -0.0695
O -3.0682 4.1600 -0.6293
O -1.6654 6.0972 0.1676
C -2.5971 6.6401 1.1165
C -1.8940 6.8551 2.4667
C -0.4883 4.3724 -1.3424
H -3.5114 6.0463 1.1432
H -2.9082 7.6179 0.7445
H -1.8558 5.8908 2.9764
H -2.4158 7.5805 3.0880
H -0.8595 7.1666 2.3313
H -0.9020 4.8482 -2.2268
H -0.3286 3.3136 -1.5366
H 0.3681 4.8281 -0.8518
O 3.7052 0.0907 -4.0910
S 3.5052 1.0924 -3.0902
O 4.2431 0.9399 -1.8430
O 3.9281 2.5770 -3.6328
C 3.5324 3.6704 -2.8313
C 4.5078 4.8322 -3.1217
C 1.7717 1.3483 -2.7849
H 3.7134 3.4770 -1.7735
H 2.5451 4.1096 -2.9744
H 4.1953 5.7751 -2.6656
H 4.5295 5.1728 -4.1638
H 5.5484 4.6104 -2.8913
H 1.6301 1.9381 -1.8866
H 1.3378 0.3683 -2.9624
H 1.4363 1.9639 -3.6256
O -4.1042 -3.1534 -0.2064
S -2.9949 -4.0587 -0.0624
O -2.7964 -4.7330 1.2032
O -3.1111 -5.1956 -1.2491
C -2.6238 -6.5179 -1.0493
C -2.5405 -7.1414 -2.4565
C -1.5156 -3.2128 -0.5930
H -3.2392 -7.0282 -0.3088
H -1.5960 -6.4737 -0.6706
H -2.0635 -6.4974 -3.1838
H -3.5963 -7.2713 -2.7085
H -2.0387 -8.1062 -2.4112
H -0.6660 -3.8908 -0.5831
H -1.4334 -2.3199 0.0266
H -1.7324 -2.8578 -1.5950
O 1.0338 0.9739 3.3591
S 1.2374 -0.2898 4.0380
O 2.1739 -1.2095 3.4839
O 1.6199 0.0705 5.5838
C 2.5589 1.1359 5.7198
C 4.0434 0.7995 5.5019
C -0.3920 -1.0006 4.3834
H 2.4909 1.4247 6.7698
H 2.3236 2.0176 5.1244
H 4.3095 -0.1831 5.8918
H 4.6785 1.6207 5.8201
H 4.2143 0.6583 4.4276
H -1.0982 -0.2227 4.6434
H -0.2568 -1.7685 5.1426
H -0.5677 -1.5269 3.4415
```

Values from the calculation:
Frontier orbital gap: 7.937 eV
Multiplicity: 1
Total charge: 0


Here is a cluster of 2 separate species, C2H6N2O3 in total from the OMol25 dataset. Energies are from ωB97M-V/def2-TZVPD.

```
13
Properties=species:S:1:pos:R:3
N 1.9460 0.2801 0.4128
C 1.2940 -0.4857 1.2948
O 1.6458 -1.4764 1.8879
N -0.1695 -0.2797 1.2278
C -0.7605 0.7821 0.5495
O -0.8691 0.9031 -0.6358
H 1.3733 0.6938 -0.3054
H 2.9115 0.2392 0.1588
H -0.6871 -0.4966 2.0670
H -1.2878 1.4715 1.2539
O -2.4505 0.0303 -3.5688
H -1.9085 0.8032 -3.7061
H -3.3127 0.3452 -3.3040
```

Values from the calculation:
Frontier orbital gap: 11.019 eV
Multiplicity: 1
SMILES string: NC(=O)NC=O.O
Total charge: 0


Energy relative to the best compared isomer or geometry (same formula, charge and spin), respectively: 0.0000; 0.0000; 0.0000; 1.3557 eV.